Formula: C26H29N5O4SZn
Source: OMol25
Level of theory: ωB97M-V with the def2-TZVPD basis set

Values from the calculation:
HOMO ... -7.81 eV
Max |F| ... 0.00792 hartree/bohr
HOMO-LUMO gap ... 7.42 eV
Total charge ... 0
2S+1 ... 1
Energy ... -102329.282 eV

The geometry in XYZ format:
```
66
Properties=species:S:1:pos:R:3:nbo_charge:R:1
H -2.034 -2.073 -0.961 0.489
S 3.087 -0.019 -0.860 1.255
H 0.354 2.046 -5.613 0.219
H -2.247 -4.441 -0.649 0.199
C 3.899 0.070 0.777 -0.595
H 3.040 4.727 0.011 0.227
H 0.938 3.481 4.367 0.231
H 5.058 -3.088 -1.812 0.222
H 3.578 -1.958 1.514 0.211
N 1.229 2.721 -1.262 -0.558
C -1.822 0.726 2.470 0.389
H 2.270 -0.832 1.875 0.270
O -0.284 -3.294 2.462 -0.673
H -1.463 -0.555 -2.757 0.194
N -2.144 0.384 1.204 -0.555
C -0.302 -2.522 1.514 0.771
C 0.571 1.960 -2.219 0.383
H 5.112 -0.533 -1.906 0.225
N 0.171 1.740 0.621 -0.820
H 5.063 -2.380 -0.199 0.212
H -4.963 -1.365 1.779 0.221
C -3.260 -0.325 1.002 0.041
H 3.705 -1.235 -2.713 0.235
C 4.485 -2.475 -1.117 -0.627
C 4.205 -1.124 -1.749 -0.595
H -2.810 -3.433 0.716 0.212
C -2.589 0.263 3.547 -0.224
H 4.973 -0.023 0.596 0.220
H 1.243 -3.122 -0.631 0.235
Zn -0.231 -0.078 -0.017 1.725
C 0.056 2.059 1.952 0.477
C -0.836 0.292 -3.007 0.060
C 2.394 4.733 3.363 -0.205
C -3.706 -0.506 3.320 -0.152
O -1.094 -2.001 -0.772 -0.791
N -0.245 0.905 -1.969 -0.593
H 3.554 -2.997 -0.894 0.231
H 3.788 -0.727 2.766 0.221
H -3.508 -0.522 -0.037 0.178
C -0.674 0.662 -4.320 -0.285
H -1.719 -4.784 1.015 0.258
H -1.188 0.125 -5.106 0.223
C 1.622 3.488 1.039 -0.029
C 0.181 1.726 -4.593 -0.157
C 2.982 5.080 2.149 -0.211
H -2.272 0.531 4.545 0.233
C 0.429 -3.829 -0.462 -0.623
H 1.474 3.198 -3.697 0.233
C 1.009 2.607 0.008 0.458
N -0.779 1.591 2.805 -0.513
C 1.403 3.756 3.429 -0.167
O 1.809 -0.804 -0.672 -1.050
H 0.150 -4.285 -1.415 0.201
C -4.076 -0.790 2.008 -0.283
O 0.097 -1.304 1.507 -0.899
H 0.761 -4.604 0.230 0.229
H 2.713 5.234 4.269 0.215
C 1.037 3.138 2.252 -0.091
C 0.802 2.364 -3.547 -0.241
C -0.757 -3.093 0.143 0.140
C -1.964 -3.994 0.309 -0.642
H -4.300 -0.870 4.148 0.219
C 3.352 -0.930 1.786 -0.634
H 3.750 5.844 2.129 0.214
C 2.596 4.461 0.962 -0.193
H 3.699 1.092 1.104 0.235
```



Formula: C9H7N4P
Source: OMol25
Level of theory: ωB97M-V with the def2-TZVPD basis set

Values from the calculation:
HOMO (spin up / spin down) ... -8.15 / -8.15 eV
Max |F| ... 0.09457 hartree/bohr
HOMO-LUMO gap (spin up / spin down) ... 6.69 / 6.69 eV
Total charge ... 0
2S+1 ... 1
Energy ... -24689.012 eV

The geometry in XYZ format:
```
21
Properties=species:S:1:pos:R:3:nbo_charge:R:1
N 2.803 -1.806 0.774 -0.655
C -0.302 1.510 -0.321 -0.727
C 0.251 -1.082 -0.191 -0.183
N 1.450 4.400 -0.606 -0.308
C 3.546 1.551 -0.170 0.190
N 1.335 -0.244 -0.027 -0.492
C 2.730 -0.600 0.251 0.522
N 3.786 0.322 0.105 -0.469
C 1.682 3.292 -0.467 0.269
C 2.151 1.988 -0.311 -0.339
C -2.432 -2.852 0.953 -0.498
P 0.259 -2.844 0.021 0.660
C -1.363 -2.803 0.270 -0.257
H -0.878 0.579 -0.802 0.308
C 1.080 1.109 -0.248 0.393
H -0.731 1.474 0.603 0.251
H -3.325 -3.176 0.425 0.235
H -0.568 2.472 -0.846 0.259
H 4.411 2.294 -0.342 0.225
H -2.541 -2.742 2.070 0.248
H 3.798 -2.065 0.887 0.367
```



Formula: C4H10NO
Source: OMol25
Level of theory: ωB97M-V with the def2-TZVPD basis set

Values from the calculation:
HOMO ... -14.18 eV
Max |F| ... 0.01852 hartree/bohr
HOMO-LUMO gap ... 9.09 eV
Total charge ... +1
2S+1 ... 1
Energy ... -7839.904 eV

The geometry in XYZ format:
```
16
Properties=species:S:1:pos:R:3:nbo_charge:R:1
H 1.667 -1.058 0.614 0.223
H -0.381 1.149 0.181 0.256
H 1.725 -2.589 -1.209 0.224
C 0.982 1.135 1.855 -0.659
C 0.818 -0.618 0.150 -0.140
N 0.201 -1.326 -0.895 -0.372
O -2.341 1.874 -0.274 -0.963
C 0.701 -2.346 -1.469 0.087
H 1.859 0.622 2.237 0.229
H -2.446 2.814 -0.069 0.491
H -0.741 -1.023 -1.113 0.447
H 1.280 2.174 1.789 0.252
C 0.403 0.553 0.622 -0.052
H 0.142 1.125 2.546 0.255
H 0.193 -2.873 -2.263 0.238
H -2.863 1.735 -1.071 0.483
```



Formula: C14H33N3O4P
Source: OMol25
Level of theory: ωB97M-V with the def2-TZVPD basis set

Values from the calculation:
HOMO ... -12.20 eV
Max |F| ... 0.09599 hartree/bohr
HOMO-LUMO gap ... 8.22 eV
Total charge ... +1
2S+1 ... 1
Energy ... -36996.580 eV

The geometry in XYZ format:
```
55
Properties=species:S:1:pos:R:3:nbo_charge:R:1
H 3.335 -2.995 0.694 0.254
C -3.900 5.549 -0.331 -0.629
H -4.023 6.522 -0.807 0.218
H -1.927 0.924 3.723 0.202
H -2.380 6.302 1.002 0.193
N -0.599 -2.006 -0.882 -0.424
C -3.287 5.700 1.043 -0.057
H 3.280 -3.235 -5.301 0.381
H -1.194 0.694 0.155 0.167
H -4.879 5.073 -0.261 0.209
H -2.051 -3.206 -1.831 0.238
H -3.385 2.847 3.378 0.209
C 2.912 -2.176 0.114 -0.466
H -3.985 6.201 1.714 0.182
H 3.531 -4.488 -2.951 0.176
C -0.736 1.561 0.638 -0.064
H 0.919 -2.533 1.280 0.257
H -0.865 -1.217 -1.465 0.384
C 2.884 -2.568 -1.384 -0.189
H 4.982 -2.990 -1.626 0.238
H 1.120 0.582 1.147 0.181
C 3.959 -3.580 -3.387 -0.204
C -0.985 -3.233 -1.614 -0.244
H -1.105 -4.471 0.163 0.223
H 4.905 -3.854 -3.852 0.204
H -1.005 1.769 4.965 0.217
P -1.513 3.826 1.698 2.554
H 0.392 -4.645 -0.709 0.190
C -2.498 2.986 3.989 -0.057
N 0.788 -1.973 -0.716 -0.096
C -0.684 -4.505 -0.843 -0.625
C 1.412 -2.250 0.360 0.288
C 0.297 1.099 1.652 -0.634
H 2.391 -3.544 -1.433 0.211
H 1.368 -1.624 -2.807 0.256
C -1.995 1.663 4.521 -0.632
H 2.872 -2.066 -4.266 0.340
H -2.685 1.278 5.273 0.227
H 4.394 -1.623 -2.647 0.217
H 0.712 1.939 2.212 0.230
N 2.972 -3.070 -4.352 -0.850
H 3.300 -1.183 0.343 0.262
H 2.087 -0.621 -1.447 0.217
H -2.768 3.641 4.816 0.198
H -0.489 -3.302 -2.591 0.189
O -1.456 3.681 3.266 -0.824
H -3.277 4.922 -0.969 0.214
C 1.748 -1.603 -1.795 -0.254
C 4.156 -2.600 -2.221 -0.424
H -1.047 -5.386 -1.366 0.249
O -1.796 2.293 1.230 -0.811
H -0.260 2.156 -0.146 0.197
H -0.147 0.416 2.377 0.211
O -3.019 4.412 1.618 -0.846
O -0.775 4.513 0.631 -1.050
```



Formula: C6H18O2
Source: OMol25
Level of theory: ωB97M-V with the def2-TZVPD basis set

Values from the calculation:
HOMO (spin up / spin down) ... 1.22 / -7.95 eV
Max |F| ... 0.04596 hartree/bohr
⟨S²⟩ ... 0.750
HOMO-LUMO gap (spin up / spin down) ... 1.74 / 10.86 eV
Total charge ... -1
2S+1 ... 2
Energy ... -10607.243 eV

The geometry in XYZ format:
```
26
Properties=species:S:1:pos:R:3:mulliken_spin:R:1
C 1.431 0.751 1.475 -0.109
H 4.557 2.005 0.897 -0.008
H 0.450 0.297 -1.276 -0.011
H -0.334 1.746 0.638 0.038
C -0.085 -0.137 -0.412 0.669
H 1.813 1.141 3.636 -0.021
H 0.345 -1.140 -0.360 0.051
C 0.027 0.729 0.833 0.167
H -6.175 1.031 -2.527 -0.381
H -6.689 0.089 -1.394 -0.348
O -1.550 -5.303 -3.422 0.875
C 3.894 1.179 1.100 0.027
H 2.437 0.614 -0.375 0.008
H 0.351 2.007 2.957 0.005
H 1.820 2.555 2.618 0.000
H -1.052 -0.209 -0.919 -0.488
H -1.187 -5.420 -4.292 -0.211
H 1.663 -0.286 1.741 -0.038
C 1.332 1.563 2.758 0.056
H -1.907 -4.398 -3.406 -0.305
H -0.698 0.342 1.552 -0.075
O -6.022 0.760 -1.615 1.118
C 2.498 1.281 0.483 0.016
H 2.164 2.297 0.272 -0.024
H 3.812 1.059 2.184 0.000
H 4.358 0.238 0.794 -0.013
```



Formula: C5H15N7
Source: OMol25
Level of theory: ωB97M-V with the def2-TZVPD basis set

Values from the calculation:
HOMO ... -17.00 eV
Max |F| ... 0.09199 hartree/bohr
HOMO-LUMO gap ... 9.51 eV
Total charge ... +2
2S+1 ... 1
Energy ... -15842.702 eV

The geometry in XYZ format:
```
27
Properties=species:S:1:pos:R:3:nbo_charge:R:1
H -0.810 3.833 -0.062 0.248
N -0.772 0.335 0.915 -0.587
N 0.356 -2.051 -2.345 -0.797
H -2.629 -2.286 1.258 0.444
N 0.411 0.064 -1.252 -0.672
H 2.188 -1.354 0.109 0.202
H 1.250 2.593 -0.300 0.417
H -1.100 0.987 1.606 0.460
N 1.590 0.411 1.009 -0.614
C -1.308 -0.870 0.670 0.700
C -0.002 -1.201 -1.355 0.663
C 1.871 -0.997 1.078 -0.403
H -2.675 -0.817 2.200 0.448
H 0.293 -3.044 -2.158 0.422
H 0.804 -1.448 1.351 0.169
N -2.357 -1.300 1.389 -0.708
H 2.633 -1.142 1.935 0.281
H 1.139 0.357 -1.903 0.419
H -0.642 2.981 -1.645 0.228
H 2.365 1.201 1.084 0.439
H 0.647 -1.866 -3.378 0.486
H -1.002 -2.649 -0.471 0.455
N 0.405 2.211 0.044 -0.597
C 0.477 0.910 0.344 0.706
C -0.752 2.855 -0.534 -0.434
N -0.914 -1.598 -0.425 -0.594
H -1.676 2.314 -0.410 0.217
```



Formula: C48H54ClN5O12Si
Source: OMol25
Level of theory: ωB97M-V with the def2-TZVPD basis set

Values from the calculation:
HOMO ... -8.90 eV
Max |F| ... 0.03974 hartree/bohr
HOMO-LUMO gap ... 8.22 eV
Total charge ... 0
2S+1 ... 1
Energy ... -103059.771 eV

The geometry in XYZ format:
```
121
Properties=species:S:1:pos:R:3:lowdin_charge:R:1
H -0.700 8.255 -4.108 0.109
H -9.227 -1.099 0.599 0.077
H -1.762 3.463 -3.526 0.121
H 10.103 -3.489 -2.439 0.111
O -7.211 -1.969 0.491 0.060
C -3.515 2.158 7.406 -0.066
H -2.155 2.042 2.147 0.091
Cl -5.340 -2.584 -1.237 0.710
O -5.098 -1.603 1.192 -0.072
O -2.024 3.650 -1.128 0.051
H 8.518 -2.466 -0.851 0.119
O -1.769 5.616 -0.296 0.088
H -2.668 -0.393 0.745 0.100
O -10.264 2.549 -2.274 0.075
C -2.644 2.578 5.202 -0.064
H -0.788 6.757 -6.070 0.108
H -0.817 0.464 -0.048 0.093
C 0.274 -3.456 3.165 -0.093
C -1.602 1.149 1.834 -0.187
C -1.278 5.017 -4.916 -0.064
H -0.672 1.840 4.811 0.112
H -2.763 2.995 4.212 0.098
H -0.877 0.920 2.622 0.092
C 1.290 -1.720 4.458 -0.090
C -5.034 -0.144 1.140 -0.182
N -1.783 4.839 -1.227 -0.329
C -11.917 0.654 1.681 -0.069
C -9.992 -0.336 0.624 -0.057
H -10.904 -1.089 2.413 0.108
H 3.815 0.441 1.834 0.072
C 1.900 -1.981 2.173 -0.252
H 3.911 -4.337 -6.531 0.109
H -4.587 3.196 5.866 0.108
H -4.737 0.157 0.128 0.129
H 5.413 -7.133 -3.659 0.109
C 1.024 -3.046 2.095 -0.117
C 0.282 2.301 0.526 -0.198
H 1.217 0.774 1.819 0.082
H 9.154 -0.486 -5.336 0.111
C 4.092 -2.803 0.034 -0.174
C -10.035 0.633 -0.366 0.002
H 2.298 1.099 -0.777 0.091
H 3.624 -3.733 -0.306 0.026
H 1.133 -2.529 -0.854 0.023
H -1.155 7.367 -1.856 0.120
C 1.497 1.640 1.210 -0.202
H 1.905 -1.174 -1.746 0.036
H -4.313 2.250 8.132 0.108
C 7.947 -0.908 -2.218 -0.148
C -6.022 -2.007 0.287 -0.873
H -2.227 1.088 8.738 0.119
C 2.651 1.315 0.235 -0.258
H -1.713 1.964 -0.125 0.080
N -11.083 2.617 -1.380 -0.356
O -0.029 0.200 8.275 0.085
H -4.316 -0.142 3.126 0.119
C 2.031 -1.318 3.375 -0.099
C -3.667 2.691 6.133 -0.067
H 3.257 2.228 0.180 0.107
C 3.588 0.209 0.788 -0.236
H -9.303 0.623 -1.160 0.119
H 3.509 -6.081 -4.828 0.108
H 7.563 0.541 -3.759 0.118
C 9.013 -0.917 -4.354 -0.061
H -2.233 -0.880 2.373 0.110
C -4.055 0.354 2.184 -0.157
O 9.373 -5.104 -5.342 0.069
C -2.605 -0.042 1.781 -0.161
C 4.521 -5.776 -5.061 -0.069
C -1.335 1.393 6.807 -0.141
H -12.649 0.660 2.477 0.106
C -10.935 -0.327 1.644 -0.066
H 1.908 2.381 1.906 0.112
H 0.693 -0.842 -0.447 0.008
H 7.718 -6.437 -4.180 0.119
H -12.727 2.390 0.725 0.118
C 0.428 -2.774 4.343 -0.102
N 6.982 -0.314 -1.285 -0.343
C 9.547 -2.606 -2.724 -0.061
H 6.213 -3.630 -7.053 0.119
C 9.724 -2.050 -3.984 -0.080
C 6.887 -5.976 -4.693 -0.002
C 5.591 -6.368 -4.402 -0.063
C -11.963 1.627 0.695 -0.008
O 0.778 0.612 6.326 0.057
C -0.934 7.207 -3.979 -0.064
C -2.343 1.504 7.748 -0.003
O 8.615 -3.662 -6.745 0.072
H 4.843 -3.049 0.788 0.030
C 1.495 -1.499 -0.788 -0.158
H -4.179 1.428 2.330 0.109
H 4.534 0.258 0.241 0.041
C 7.094 -4.990 -5.641 -0.147
H 1.362 -1.203 5.412 0.082
H -0.423 -4.280 3.076 0.105
C 4.746 -4.795 -6.017 -0.064
C -0.965 1.419 0.469 -0.215
C 8.118 -0.339 -3.468 -0.003
H 0.000 3.217 1.062 0.108
C 8.655 -2.032 -1.831 -0.001
C -1.468 1.926 5.538 0.004
H 0.917 -3.579 1.154 0.095
C -1.532 4.511 -3.652 -0.001
H 4.602 -2.384 -0.843 0.018
H 0.554 2.626 -0.486 0.105
C 6.040 -4.396 -6.311 -0.003
H -6.047 0.234 1.324 0.127
N 8.466 -4.554 -5.934 -0.349
H -0.139 -3.082 5.217 0.106
H -1.313 4.361 -5.776 0.109
O 6.867 -0.827 -0.190 0.070
C -0.981 6.363 -5.080 -0.070
N -0.101 0.682 7.164 -0.337
Si 2.820 -1.512 0.581 0.619
H 10.415 -2.505 -4.681 0.105
C -1.190 6.709 -2.712 -0.002
C -11.023 1.600 -0.320 -0.150
O 6.349 0.652 -1.663 0.075
H 2.708 -0.475 3.464 0.099
O -11.950 3.464 -1.301 0.075
C -1.490 5.367 -2.566 -0.143
```



Formula: C30H26N14S3Sc
Source: OMol25
Level of theory: ωB97M-V with the def2-TZVPD basis set

Values from the calculation:
HOMO ... -10.48 eV
Max |F| ... 0.01971 hartree/bohr
HOMO-LUMO gap ... 6.74 eV
Total charge ... +1
2S+1 ... 1
Energy ... -105599.229 eV

The geometry in XYZ format:
```
74
Properties=species:S:1:pos:R:3:lowdin_charge:R:1
S 4.537 -2.947 2.653 1.151
C -1.265 -3.096 -1.304 -0.101
H -2.005 5.237 -2.843 0.116
C -1.846 2.512 -2.912 -0.116
C -0.612 -3.244 1.631 -0.138
N -0.168 2.058 1.711 -0.001
H -4.096 -0.665 -1.551 0.123
N 2.078 -2.326 2.696 0.022
H 2.196 -4.598 4.466 0.118
H -2.827 -4.578 -1.451 0.119
C -1.641 -1.214 1.941 -0.253
C 4.061 2.881 -0.645 -0.086
H -3.356 6.658 -4.352 0.113
H 1.518 -3.378 6.497 0.078
H 4.031 -1.446 -0.545 0.061
N -0.325 0.822 -1.275 0.118
H 0.663 4.295 2.024 0.105
C 2.954 -2.950 3.390 -0.578
H -3.296 0.932 -2.836 0.121
S 2.485 -4.276 -1.807 0.640
H -3.653 -3.704 3.002 0.121
H -3.502 1.827 -4.985 0.116
C -1.681 -3.930 2.175 -0.032
H -2.258 0.890 2.358 0.138
H 5.484 -2.000 0.149 0.109
H 4.110 0.841 0.017 0.080
C -2.766 -1.823 2.469 0.004
N -4.144 5.094 -5.430 0.075
C -1.493 0.247 1.936 -0.056
H -1.649 -5.007 2.265 0.118
H 2.268 3.890 2.508 0.089
C -2.788 -3.203 2.586 -0.025
C 2.187 -2.745 -1.470 -0.966
C 1.780 -2.807 5.606 -0.087
H -0.122 3.772 -2.862 0.119
H 3.619 -3.876 5.182 0.105
H -3.599 -1.215 2.796 0.124
C -3.453 2.892 -4.792 -0.010
N -0.958 -1.805 -1.294 0.110
C 3.855 -2.042 1.360 -0.697
N -0.588 -1.920 1.502 0.038
C -2.325 1.273 -2.508 0.065
Sc 1.018 -0.558 0.319 0.960
H 2.287 -1.894 5.919 0.083
C 1.097 2.314 2.008 -0.886
C -4.176 3.771 -5.583 -0.122
N 1.982 -1.614 -1.177 -0.076
C 3.514 1.628 -0.423 -0.148
C -2.600 4.784 -3.627 -0.011
C 2.674 -3.643 4.691 -0.230
N 2.253 1.348 -0.733 0.051
C -1.954 -0.942 -1.465 -0.206
N -3.590 -2.661 -1.474 0.112
N 3.335 3.882 -1.124 0.116
C -3.366 5.580 -4.464 -0.122
N 4.573 -1.599 0.296 0.117
N 1.420 3.629 2.036 0.094
H -0.444 -3.800 -1.211 0.088
N 2.584 -1.784 1.531 -0.133
C 2.074 3.604 -1.428 -0.059
C 0.149 2.004 -1.679 -0.173
N -0.367 0.722 1.577 -0.160
H 1.477 4.426 -1.800 0.117
C 1.533 2.335 -1.266 -0.195
H 5.096 3.083 -0.398 0.120
H 0.266 -3.775 1.282 0.118
C -1.536 0.458 -1.717 -0.178
S 2.301 1.133 2.365 0.642
H 0.861 -2.524 5.091 0.066
C -2.643 3.405 -3.788 -0.172
C -2.580 -3.524 -1.423 -0.086
C -3.274 -1.370 -1.508 -0.059
H -4.808 3.396 -6.380 0.113
C -0.569 2.857 -2.501 0.066
```



Formula: C12H12
Source: OMol25
Level of theory: ωB97M-V with the def2-TZVPD basis set

Values from the calculation:
HOMO ... -9.11 eV
Max |F| ... 0.08364 hartree/bohr
HOMO-LUMO gap ... 10.09 eV
Total charge ... 0
2S+1 ... 1
Energy ... -12636.204 eV

The geometry in XYZ format:
```
24
Properties=species:S:1:pos:R:3:nbo_charge:R:1
H -1.604 2.401 -0.445 0.210
C 2.959 -1.188 -0.221 -0.214
H -0.252 -0.585 0.384 0.244
C 2.712 1.198 -0.093 -0.192
C -2.307 0.620 -1.316 -0.209
C 3.530 0.038 -0.150 -0.232
H 1.039 -2.303 0.260 0.211
H 4.653 0.222 -0.295 0.216
C 0.863 -0.232 0.215 -0.217
H 0.667 1.862 0.156 0.216
C -2.473 -1.179 0.174 -0.222
H -2.149 1.030 -2.324 0.215
C -2.171 -0.472 1.307 -0.243
H 3.275 2.209 -0.001 0.212
H -2.754 -1.431 -1.902 0.219
C 1.372 1.071 0.037 -0.243
H 3.592 -2.105 -0.144 0.211
C -1.760 1.384 -0.227 -0.216
C 1.569 -1.331 -0.020 -0.227
H -1.473 1.557 2.035 0.233
H -2.894 -2.148 0.289 0.208
C -2.464 -0.728 -1.179 -0.202
H -2.257 -0.760 2.339 0.227
C -1.676 0.869 1.122 -0.204
```